Molecular formula: C55H79BrCaN3S4Si
Method: DFT, ωB97M-V/def2-TZVPD

Structure (ORCA input):
```
! RIJCOSX wB97M-V def2-TZVPD def2/J DEFGRID3
* xyz -1 1
Ca -0.945 -0.036 -0.765
C 2.098 2.649 1.942
C 0.838 3.273 2.513
S -0.681 2.480 1.838
C -1.694 2.304 3.348
C -1.218 1.258 4.342
S -0.767 -0.300 3.503
C 0.928 -0.560 4.116
C 1.947 0.523 3.823
S 2.175 0.830 2.026
H 2.156 2.836 0.870
H 2.980 3.060 2.441
H 0.797 3.189 3.596
H 0.807 4.333 2.248
H -1.779 3.279 3.832
H -2.670 2.016 2.955
H -0.355 1.589 4.918
H -2.030 1.023 5.031
H 0.873 -0.730 5.194
H 1.214 -1.484 3.621
H 1.679 1.470 4.285
H 2.911 0.207 4.226
C 0.991 -0.545 -4.259
C 1.681 -0.153 -2.946
C 2.933 -0.992 -2.697
C 1.904 1.342 -2.930
C 3.065 1.879 -3.450
C 3.261 3.250 -3.528
C 2.277 4.086 -3.032
C 1.099 3.596 -2.494
C 0.134 4.581 -1.870
C 0.823 5.382 -0.756
C -0.473 5.543 -2.895
C 0.858 2.192 -2.471
N -0.291 1.641 -1.983
C -1.532 2.098 -2.350
C -2.693 1.881 -1.613
N -2.739 1.198 -0.427
C -3.744 1.360 0.480
C -4.169 2.636 0.967
C -5.056 2.707 2.026
C -5.561 1.578 2.647
C -5.219 0.342 2.130
C -4.364 0.208 1.050
C -4.200 -1.202 0.510
C -4.286 -1.298 -1.015
C -2.954 -1.886 1.079
C -3.685 3.949 0.379
C -3.108 4.921 1.414
C -4.820 4.666 -0.359
C -3.847 2.181 -2.456
C -5.211 2.043 -2.350
C -6.017 2.417 -3.445
C -5.502 2.890 -4.624
C -4.096 2.982 -4.794
C -3.378 3.322 -5.968
C -2.008 3.245 -5.976
C -1.250 2.859 -4.851
C -1.911 2.567 -3.679
C -3.328 2.629 -3.696
H 0.715 -1.599 -4.250
H 1.652 -0.362 -5.106
H 0.084 0.046 -4.394
H 0.994 -0.392 -2.128
H 3.644 -0.928 -3.518
H 2.642 -2.034 -2.581
H 3.415 -0.665 -1.775
H 3.835 1.223 -3.835
H 4.168 3.656 -3.959
H 2.433 5.158 -3.061
H -0.682 4.018 -1.409
H 1.541 6.094 -1.164
H 1.352 4.712 -0.082
H 0.079 5.936 -0.186
H 0.301 6.129 -3.390
H -1.162 6.227 -2.401
H -1.022 4.990 -3.653
H -5.356 3.678 2.399
H -6.225 1.659 3.497
H -5.654 -0.551 2.562
H -5.059 -1.777 0.892
H -3.478 -0.757 -1.512
H -5.230 -0.878 -1.361
H -4.240 -2.341 -1.331
H -2.047 -1.309 0.866
H -2.851 -2.885 0.652
H -3.045 -1.977 2.163
H -2.891 3.729 -0.336
H -3.840 5.185 2.175
H -2.806 5.840 0.911
H -2.233 4.502 1.898
H -5.633 4.903 0.326
H -5.214 4.050 -1.162
H -4.453 5.594 -0.796
H -5.677 1.651 -1.455
H -7.091 2.319 -3.343
H -6.158 3.168 -5.440
H -3.915 3.610 -6.863
H -1.473 3.481 -6.887
H -0.174 2.794 -4.925
C 1.732 -6.301 0.100
C 3.072 -5.557 0.112
C 4.194 -6.595 0.220
C 3.165 -4.855 -1.248
Si 3.169 -4.274 1.576
Br 1.879 -2.497 0.992
C 4.934 -3.452 1.803
C 5.553 -3.114 0.444
C 4.859 -2.126 2.570
C 5.893 -4.386 2.544
C 2.353 -4.917 3.234
C 0.823 -4.901 3.132
C 2.728 -4.002 4.402
C 2.791 -6.340 3.590
H 1.702 -6.969 -0.762
H 0.909 -5.599 0.003
H 1.586 -6.909 0.989
H 4.092 -7.340 -0.569
H 4.162 -7.114 1.176
H 5.171 -6.127 0.112
H 3.089 -5.598 -2.043
H 4.097 -4.317 -1.386
H 2.340 -4.158 -1.373
H 4.910 -2.444 -0.122
H 5.746 -4.007 -0.144
H 6.508 -2.608 0.592
H 4.155 -1.439 2.107
H 5.840 -1.648 2.559
H 4.572 -2.265 3.608
H 6.059 -5.301 1.982
H 5.509 -4.652 3.524
H 6.857 -3.894 2.684
H 0.443 -3.896 2.971
H 0.395 -5.272 4.064
H 0.458 -5.530 2.328
H 2.529 -2.964 4.154
H 3.776 -4.101 4.670
H 2.135 -4.254 5.280
H 2.461 -7.053 2.840
H 2.341 -6.635 4.539
H 3.871 -6.416 3.691
S -0.419 -2.696 -1.526
C -1.788 -3.140 -2.300
N -2.740 -3.541 -2.825
*
```

Values from the calculation:
HOMO-LUMO gap = 0.1840 Eh
HOMO level = -3.1 eV
largest force on an atom = 0.0263 Eh/bohr
ΔE to the lowest compared entry with this formula, charge and spin = 0.797 eV
DFT total energy = -202495.233 eV